35
Properties=species:S:1:pos:R:3:forces:R:3 method="wB97M-V/def2-TZVPD" orbital_gap_ev=8.71 smiles="O=C(O)[C@H](Cc1cc(Cl)ccc1Cl)Sc1nc2ccccc2[nH]1" homo_energy_ev=-8.396 energy_ev=-59743.7205 spin_multiplicity=1
O 5.0172 1.1709 0.4036 0.0338 0.2229 -0.0017
C 4.3050 0.2086 0.4411 0.0433 0.0503 -0.1013
O 4.7381 -1.0187 0.7378 0.0890 -0.6571 0.1304
C 2.8161 0.2092 0.1663 -0.2560 0.1374 0.4552
C 2.3953 1.4271 -0.6550 0.1144 -0.1210 0.0203
C 0.9060 1.5132 -0.8218 -0.0115 0.0302 -0.1679
C 0.1778 2.4671 -0.1244 -0.1241 0.0086 -0.1500
C -1.2011 2.5276 -0.2430 0.2188 -0.2551 -0.3008
Cl -2.0759 3.7046 0.6508 -0.2019 0.2470 0.2164
C -1.8835 1.6463 -1.0663 0.1143 0.1632 0.0581
C -1.1715 0.6927 -1.7682 0.0791 -0.0107 -0.0122
C 0.2059 0.6309 -1.6418 -0.2020 0.2427 0.1307
Cl 1.0546 -0.5919 -2.5315 0.0947 -0.1902 -0.2038
S 2.0105 0.1983 1.8403 0.2944 0.0474 -0.1640
C 0.4391 -0.4275 1.4038 0.0796 -0.0775 0.0541
N -0.6793 0.1229 1.7645 0.3037 0.4381 0.3074
C -1.6652 -0.6699 1.2371 0.1303 -0.8104 -0.3119
C -3.0478 -0.5361 1.2866 0.1229 -0.0697 0.0020
C -3.8025 -1.4767 0.6182 -0.1852 0.1151 0.0491
C -3.2127 -2.5310 -0.0828 0.0463 -0.1277 -0.1141
C -1.8419 -2.6853 -0.1420 0.0434 -0.1038 -0.0931
C -1.0784 -1.7450 0.5279 -0.5110 0.3096 0.2052
N 0.2758 -1.5722 0.6692 0.0148 -0.0763 0.0411
H 5.6826 -1.0044 0.9614 -0.1393 0.2559 -0.0961
H 2.5531 -0.7269 -0.3251 0.1082 0.1051 0.0095
H 2.7697 2.3221 -0.1574 -0.0021 -0.0358 -0.0668
H 2.8777 1.3518 -1.6336 0.0318 0.0796 0.0266
H 0.6900 3.1523 0.5322 0.0431 0.0674 0.0808
H -2.9569 1.6942 -1.1487 -0.1109 0.0208 0.0135
H -1.6860 -0.0105 -2.4041 -0.0278 -0.0772 -0.0580
H -3.4976 0.2804 1.8270 -0.0726 0.1282 0.0739
H -4.8796 -1.4019 0.6335 -0.0935 0.0116 0.0083
H -3.8463 -3.2429 -0.5904 -0.0452 -0.0641 -0.0395
H -1.3864 -3.5001 -0.6843 0.0080 -0.0982 -0.0703
H 0.9981 -2.1791 0.3192 -0.0311 0.0941 0.0688